(1)
# C17H11AuF16N3Sb

A structure of composition C17H11AuF16N3Sb in a non-equilibrium geometry (ωB97M-V/def2-TZVPD, the OMol25 dataset).

Its HOMO energy (spin up / spin down) is -5.3799 / -5.0947 eV. The value obtained for the calculated total energy is -75987.572 eV. For the HOMO-LUMO gap (spin up / spin down), the calculation gives 7.9 / 5.3 eV. The total charge is -1. Its spin multiplicity is 2.

Cartesian coordinates (Å):
F: 2.56933 0.42461 -1.16963
C: 3.64005 -2.89477 2.29591
F: 0.06438 6.29067 1.10648
F: 4.66226 -2.99053 3.19835
C: -2.63504 1.04076 -1.70910
F: 3.76327 2.80360 -0.79884
H: -0.99955 -3.42674 0.36643
F: -1.66162 2.09058 2.14692
C: -1.63734 -2.54189 -1.59757
C: 1.23966 -2.58254 1.84779
C: 1.44996 -2.44528 0.47329
F: 1.34047 2.37138 0.20570
F: 0.84970 5.28135 -1.29370
C: -0.55477 5.16688 0.66227
H: -3.63333 1.35225 -1.40808
C: 3.86017 -2.75740 0.89907
H: -2.39551 1.66485 -2.63235
H: -3.01568 -2.07405 0.70239
Sb: 2.98410 1.47244 0.37336
C: -3.36420 -1.49628 -0.16016
N: 0.46216 -2.04432 -0.33897
F: 4.58148 0.51312 0.66702
H: -1.32663 -2.54609 -2.65932
C: -0.53242 -3.03887 -0.62722
C: -1.33586 4.32188 1.45403
F: 5.07258 -2.89799 0.40556
C: -1.47881 2.97063 1.14158
N: -2.26232 -1.33543 -1.08276
H: -4.18229 -2.03427 -0.71347
H: -3.70080 -0.63429 -2.58139
F: -0.43106 3.24476 -2.39711
C: -2.66211 -0.41792 -2.17442
F: 2.14647 0.14004 1.52771
F: -1.86276 4.90429 2.56035
Au: -0.27917 -0.14076 -0.12825
H: -0.12945 -3.92167 -1.11105
F: 2.03012 -3.11151 4.01148
F: -0.01949 -2.64461 2.33587
C: 2.76712 -2.76351 0.00473
C: 2.29173 -2.81958 2.72322
C: -1.36035 2.59616 -0.25784
H: -2.39247 -3.33068 -1.48229
C: -0.73250 3.55636 -1.10022
F: 3.00282 -2.90709 -1.29020
N: -1.67806 1.30589 -0.65753
H: -1.93112 -0.54039 -3.04287
F: 3.27790 2.62781 1.83957
C: -0.15092 4.69730 -0.60971
H: -3.71008 -0.49915 0.07495

Results of the Löwdin charge analysis, in e, for atoms 1 through 2:
1 F -0.38
2 C -0.09


(2)
# C4H8N2O

A cluster of 2 separate species, C4H8N2O in total in a non-equilibrium geometry (ωB97M-V/def2-TZVPD, the OMol25 dataset).

Its HOMO energy (spin up / spin down) is -13.9639 / -14.7027 eV. The relative energy (zero: lowest compared OMol25 entry of this formula, charge and spin) comes out at 1074.5 kJ/mol. The value obtained for the calculated total energy is -9286.177 eV. For the HOMO-LUMO gap (spin up / spin down), the calculation gives 5.3 / 6.0 eV. The total charge is +1. Its spin multiplicity is 2.

Cartesian coordinates (Å):
H: -0.51475 -0.54812 -1.51661
C: -0.25149 1.15790 -0.28965
C: -0.18067 0.99372 1.37577
C: -0.27781 -0.29877 0.59711
H: 1.55743 -0.45221 -0.48953
H: 0.61496 -1.92827 -0.35930
C: 0.95891 -1.05770 0.22645
H: -0.98739 2.00236 -0.40200
H: -1.87433 0.93730 2.42063
O: 0.61393 -0.99280 -2.45247
H: 0.74957 1.27370 1.81741
H: 0.24797 -1.14041 -3.34581
N: -1.04215 -0.08352 -0.69470
H: 1.63405 -1.44425 1.10446
N: -1.24824 1.58106 2.00822

Results of the Löwdin charge analysis, in e, for atoms 1 through 2:
1 H 0.06
2 C 0.16


(3)
# C7H10O3

An isolated molecule of C7H10O3 in a non-equilibrium geometry (ωB97M-V/def2-TZVPD, the OMol25 dataset).

The SMILES is CC(=O)[C@@H](O)C1=CCCO1. Its HOMO energy is -8.4827 eV. The relative energy (zero: lowest compared OMol25 entry of this formula, charge and spin) comes out at 181.8 kJ/mol. The value obtained for the calculated total energy is -13561.432 eV. For the HOMO-LUMO gap, the calculation gives 9.3 eV.

Cartesian coordinates (Å):
C: -0.23917 2.08288 -1.80376
H: -0.22844 -1.29379 2.94631
C: 0.34882 0.28747 -0.41193
H: 1.63040 2.90637 -0.99196
C: -0.35080 -2.13252 1.08451
O: 1.25420 -1.93958 -0.69151
H: 0.88917 -2.79312 -0.57518
C: -0.24159 0.56826 -1.55798
O: 0.82168 1.39922 0.22305
H: -0.77819 -0.07025 -2.25191
C: 0.66358 2.54222 -0.60167
C: -1.00520 -1.60807 2.33194
H: 0.21238 2.38952 -2.86762
H: 0.10973 3.36367 -0.11208
C: 0.58864 -1.05901 0.23776
H: -1.66737 -0.78058 2.17604
H: -1.56351 -2.39743 2.84083
H: -1.19660 2.54084 -1.78076
H: 1.22775 -0.73859 1.11231
O: -0.47549 -3.26753 0.69362

Results of the Löwdin charge analysis, in e, for atoms 1 through 2:
1 C -0.14
2 H 0.06


(4)
# C3H10NO

A cluster of 2 separate species, C3H10NO in total in a non-equilibrium geometry (ωB97M-V/def2-TZVPD, the OMol25 dataset).

Its HOMO energy is -11.4585 eV. The relative energy (zero: lowest compared OMol25 entry of this formula, charge and spin) comes out at 468.3 kJ/mol. The value obtained for the calculated total energy is -6799.457 eV. For the HOMO-LUMO gap, the calculation gives 3.5 eV. The total charge is +1.

Cartesian coordinates (Å):
H: -3.08161 -0.14821 -1.41014
H: -2.02376 1.74492 0.87257
H: -2.57222 -0.99599 0.09668
H: 5.20226 -1.33989 1.01303
C: -2.91190 -0.04984 -0.31313
N: 4.25651 -1.55250 0.50078
O: 0.08914 -0.15905 0.12970
H: 3.92212 -0.98128 -0.21732
H: -3.82431 0.24897 0.16219
C: -1.81939 1.06214 0.03257
C: -0.51187 1.16223 -0.55106
H: -0.18075 -0.00134 1.06777
H: 0.21582 1.86530 -0.21811
H: 3.79031 -2.47180 0.69184
H: -0.49760 1.17202 -1.61193

Results of the Löwdin charge analysis, in e, for atoms 1 through 2:
1 H 0.12
2 H 0.16


Copy entry 2 word for word.
# C4H8N2O

A cluster of 2 separate species, C4H8N2O in total in a non-equilibrium geometry (ωB97M-V/def2-TZVPD, the OMol25 dataset).

Its HOMO energy (spin up / spin down) is -13.9639 / -14.7027 eV. The relative energy (zero: lowest compared OMol25 entry of this formula, charge and spin) comes out at 1074.5 kJ/mol. The value obtained for the calculated total energy is -9286.177 eV. For the HOMO-LUMO gap (spin up / spin down), the calculation gives 5.3 / 6.0 eV. The total charge is +1. Its spin multiplicity is 2.

Cartesian coordinates (Å):
H: -0.51475 -0.54812 -1.51661
C: -0.25149 1.15790 -0.28965
C: -0.18067 0.99372 1.37577
C: -0.27781 -0.29877 0.59711
H: 1.55743 -0.45221 -0.48953
H: 0.61496 -1.92827 -0.35930
C: 0.95891 -1.05770 0.22645
H: -0.98739 2.00236 -0.40200
H: -1.87433 0.93730 2.42063
O: 0.61393 -0.99280 -2.45247
H: 0.74957 1.27370 1.81741
H: 0.24797 -1.14041 -3.34581
N: -1.04215 -0.08352 -0.69470
H: 1.63405 -1.44425 1.10446
N: -1.24824 1.58106 2.00822

Results of the Löwdin charge analysis, in e, for atoms 1 through 2:
1 H 0.06
2 C 0.16